--- i ---
ORCA calculation (ωB97M-V/def2-TZVPD) on 2 unconnected molecules or ions with the total composition C2HNOS.

As for the orbital gap: 10.2 eV.

```
6
C2HNOS, DFT ωB97M-V/def2-TZVPD
C 0.014 0.791 0.622
C 0.134 -2.116 -0.125
N 0.481 1.209 -0.380
O -0.655 -1.802 -0.874
S -0.137 0.045 1.943
H 0.163 1.872 -1.185
```



--- ii ---
ORCA calculation (ωB97M-V/def2-TZVPD) on C2HNOS in the gas phase.

As for the orbital gap (alpha / beta): 8.4 / 8.4 eV. As for the SMILES: O=c1[nH]c1=S.

```
6
C2HNOS, DFT ωB97M-V/def2-TZVPD
O 0.929 0.891 1.585
C 0.422 0.325 0.698
N -0.789 -0.189 0.207
C 0.368 -0.216 -0.597
S 0.791 -0.958 -1.960
H -1.721 0.147 0.067
```



--- iii ---
ORCA calculation (ωB97M-V/def2-TZVPD) on 2 unconnected molecules or ions with the total composition C2HNOS.

As for the orbital gap: 11.2 eV. As for the SMILES: O=C=S.C#N.

```
6
C2HNOS, DFT ωB97M-V/def2-TZVPD
O 1.158 0.338 1.335
C 1.418 -0.372 0.499
S 1.793 -1.563 -0.339
C -1.527 0.552 -0.516
N -1.302 -0.315 0.200
H -1.540 1.361 -1.178
```



Least stable of them? ii.



--- i ---
ORCA calculation (ωB97M-V/def2-TZVPD) on a molecular structure, F6InN2O6P.

As for the orbital gap: 3.7 eV.

```
16
F6InN2O6P, DFT ωB97M-V/def2-TZVPD
In -1.407 1.220 1.784
N -2.599 -1.944 0.930
O -1.446 -1.708 0.520
O -3.015 -3.079 0.936
O -3.247 -0.974 1.340
N 1.897 -1.179 1.301
O 1.043 -0.336 1.591
O 1.540 -2.009 0.480
O 2.969 -1.150 1.837
P 0.608 1.617 -1.582
F -0.048 2.808 -0.673
F 1.502 2.658 -2.432
F 1.848 1.541 -0.504
F 1.210 0.407 -2.450
F -0.131 0.535 -0.587
F -0.726 1.593 -2.491
```



--- ii ---
ORCA calculation (ωB97M-V/def2-TZVPD) on a molecular structure, F6InN2O6P.

As for the orbital gap: 4.2 eV.

```
16
F6InN2O6P, DFT ωB97M-V/def2-TZVPD
In -1.201 -0.280 0.199
N -4.082 -1.657 -0.393
O -3.690 -0.574 -0.990
O -5.038 -2.246 -0.849
O -3.456 -2.007 0.621
N 1.823 -1.539 -1.143
O 1.658 -1.841 0.010
O 0.902 -0.791 -1.675
O 2.739 -1.858 -1.871
P 1.532 1.863 0.909
F 2.580 2.050 2.050
F 2.548 0.988 0.011
F 1.008 0.462 1.568
F 0.294 1.578 -0.236
F 0.406 2.705 1.704
F 1.976 3.146 0.085
```



Least stable of them? i.



--- i ---
ORCA calculation (ωB97M-V/def2-TZVPD) on 2 unconnected molecules or ions with the total composition C7H17NO.

As for the orbital gap: 9.9 eV. As for the SMILES: CC(N)=O.CCCCC.

```
26
C7H17NO, DFT ωB97M-V/def2-TZVPD
C 1.857 -0.654 2.124
C 2.864 -0.314 1.014
N 4.093 -0.750 1.360
O 2.478 0.322 0.077
H 1.588 0.373 2.834
H 2.408 -1.501 2.910
H 1.050 -1.250 1.423
H 4.825 -0.619 0.604
H 4.015 -1.520 1.955
C 0.233 0.475 -0.090
C -1.098 1.070 -0.264
C -2.182 0.316 -1.171
C -3.619 0.585 -1.206
C -4.163 -0.701 -1.890
H 0.251 -0.540 0.170
H 0.858 0.514 -1.022
H 0.873 0.970 0.761
H -1.008 2.200 -0.384
H -1.588 0.982 0.748
H -1.851 0.373 -2.136
H -2.188 -0.717 -0.759
H -4.015 1.521 -1.834
H -4.107 0.487 -0.255
H -4.464 -1.549 -1.120
H -5.221 -0.406 -2.535
H -3.255 -1.311 -2.603
```



--- ii ---
ORCA calculation (ωB97M-V/def2-TZVPD) on 2 unconnected molecules or ions with the total composition C7H17NO.

As for the orbital gap: 9.0 eV. As for the SMILES: CCCC/C=C(/C)N.O.

```
26
C7H17NO, DFT ωB97M-V/def2-TZVPD
C 0.325 1.436 -2.768
C 0.905 0.464 -1.743
C 1.407 1.154 -0.466
C 0.320 1.486 0.533
C -0.991 0.704 0.562
C -1.286 -0.359 1.326
C -2.527 -1.177 1.019
N -0.282 -0.989 2.079
H -0.026 0.948 -3.679
H 0.884 2.330 -3.041
H -0.582 1.958 -2.393
H 0.168 -0.292 -1.485
H 1.752 -0.001 -2.267
H 2.165 0.504 -0.016
H 2.011 2.033 -0.706
H 0.791 1.551 1.527
H -0.096 2.499 0.512
H -1.726 1.066 -0.151
H -2.259 -2.230 1.084
H -3.406 -1.140 1.673
H -2.893 -0.898 0.036
H -0.507 -1.042 3.063
H 0.671 -0.695 1.912
O 1.678 -3.382 1.368
H 1.005 -3.067 0.743
H 2.498 -2.861 1.281
```



Least stable of them? i.



--- i ---
ORCA calculation (ωB97M-V/def2-TZVPD) on 2 unconnected molecules or ions with the total composition C7H17NO.

As for the orbital gap: 8.8 eV. As for the SMILES: C/C=C\N.COC(C)C.

```
26
C7H17NO, DFT ωB97M-V/def2-TZVPD
C 3.041 -2.014 0.444
C 1.896 -1.426 1.215
C 0.601 -1.639 0.928
N 0.116 -2.263 -0.206
H 3.973 -1.506 0.689
H 3.185 -3.073 0.672
H 2.872 -1.936 -0.632
H 2.137 -1.097 2.216
H -0.154 -1.381 1.657
H -0.711 -1.823 -0.586
H 0.803 -2.434 -0.926
C -2.699 -0.013 0.142
O -1.401 0.239 -0.305
C -0.659 1.574 -0.095
C -1.520 2.745 -0.548
C 0.592 1.433 -0.945
H -2.702 -0.191 1.229
H -3.013 -0.939 -0.350
H -3.470 0.731 -0.093
H -0.393 1.698 0.963
H -0.958 3.675 -0.468
H -2.413 2.845 0.066
H -1.823 2.598 -1.582
H 1.221 0.628 -0.573
H 1.162 2.361 -0.941
H 0.317 1.204 -1.972
```



--- ii ---
ORCA calculation (ωB97M-V/def2-TZVPD) on 2 unconnected molecules or ions with the total composition C7H17NO.

As for the orbital gap: 10.8 eV. As for the SMILES: CCC(N)=O.CC(C)C.

```
26
C7H17NO, DFT ωB97M-V/def2-TZVPD
C 2.344 0.172 -0.724
C 2.550 -0.956 -1.724
C 1.311 -1.791 -1.911
N 0.771 -1.822 -3.189
O 0.868 -2.557 -1.085
H 3.209 0.520 -0.160
H 1.523 -0.218 -0.065
H 1.907 0.997 -1.316
H 2.939 -0.615 -2.697
H 3.486 -1.559 -1.525
H -0.154 -2.201 -3.266
H 1.126 -1.222 -3.930
C -1.467 1.165 0.661
C -1.812 1.123 2.179
C -0.917 2.255 2.842
C -3.229 1.503 2.537
H -1.225 2.080 0.166
H -2.301 0.760 0.084
H -0.629 0.463 0.585
H -1.517 0.203 2.676
H -1.380 3.202 2.625
H -1.173 2.105 3.900
H 0.097 2.300 2.503
H -3.416 2.489 2.085
H -4.076 0.741 2.350
H -3.250 1.812 3.576
```



Least stable of them? i.



--- i ---
ORCA calculation (ωB97M-V/def2-TZVPD) on 9 unconnected molecules or ions with the total composition C36H72O27.

As for the orbital gap: 11.0 eV. As for the SMILES: CCOC(=O)OC.CCOC(=O)OC.CCOC(=O)OC.CCOC(=O)OC.CCOC(=O)OC.CCOC(=O)OC.CCOC(=O)OC.CCOC(=O)OC.CCOC(=O)OC.

```
135
C36H72O27, DFT ωB97M-V/def2-TZVPD
C -21.303 19.129 -6.137
C -22.168 18.674 -7.286
O -21.267 18.449 -8.381
C -21.613 17.550 -9.300
O -22.684 16.998 -9.387
O -20.558 17.367 -10.068
C -20.594 16.386 -11.107
H -20.442 18.477 -5.996
H -21.868 19.061 -5.202
H -20.989 20.164 -6.267
H -22.913 19.424 -7.546
H -22.668 17.734 -7.052
H -21.303 16.663 -11.880
H -20.868 15.420 -10.675
H -19.561 16.307 -11.427
C -17.545 21.575 -5.682
C -17.911 20.403 -4.799
O -16.756 19.726 -4.306
C -16.275 18.713 -5.011
O -16.567 18.411 -6.140
O -15.355 18.102 -4.272
C -14.619 17.082 -4.943
H -18.464 22.167 -5.796
H -17.383 21.233 -6.706
H -16.748 22.201 -5.300
H -18.552 19.712 -5.348
H -18.493 20.706 -3.929
H -15.205 16.175 -5.082
H -13.724 16.904 -4.355
H -14.292 17.419 -5.930
C -18.188 16.103 -7.630
C -17.034 16.271 -8.605
O -16.406 14.975 -8.796
C -15.112 14.993 -9.084
O -14.396 15.962 -9.123
O -14.722 13.734 -9.301
C -13.432 13.545 -9.865
H -18.828 15.355 -8.107
H -18.701 17.069 -7.630
H -17.960 15.808 -6.613
H -16.323 16.976 -8.184
H -17.403 16.560 -9.583
H -12.793 12.950 -9.219
H -12.936 14.502 -10.015
H -13.554 13.058 -10.827
C -19.949 10.922 -3.356
C -18.545 11.430 -3.548
O -18.545 12.627 -4.340
C -18.790 13.755 -3.679
O -18.833 13.902 -2.489
O -18.970 14.721 -4.577
C -19.241 16.012 -4.008
H -20.321 10.585 -4.323
H -20.624 11.681 -2.965
H -19.947 10.076 -2.667
H -17.942 10.707 -4.095
H -17.993 11.601 -2.622
H -18.299 16.348 -3.571
H -20.095 15.991 -3.341
H -19.441 16.695 -4.834
C -7.852 12.929 -12.758
C -8.047 12.288 -11.405
O -9.202 12.802 -10.745
C -9.106 13.985 -10.173
O -8.125 14.685 -10.126
O -10.313 14.307 -9.698
C -10.391 15.541 -8.971
H -8.735 12.762 -13.376
H -6.982 12.524 -13.278
H -7.677 14.002 -12.680
H -7.175 12.413 -10.756
H -8.176 11.211 -11.498
H -9.533 15.665 -8.309
H -11.262 15.453 -8.328
H -10.437 16.384 -9.656
C -14.219 20.280 -7.826
C -15.263 20.160 -8.912
O -14.610 19.812 -10.135
C -15.160 18.848 -10.876
O -16.277 18.416 -10.756
O -14.272 18.462 -11.781
C -14.622 17.287 -12.515
H -13.414 20.987 -8.028
H -13.703 19.313 -7.747
H -14.666 20.479 -6.855
H -15.764 21.119 -9.081
H -16.015 19.440 -8.597
H -14.666 16.427 -11.848
H -13.837 17.151 -13.249
H -15.594 17.392 -12.996
C -13.211 10.835 -15.025
C -13.365 12.041 -14.127
O -12.106 12.707 -14.080
C -12.087 13.876 -13.456
O -13.026 14.391 -12.893
O -10.863 14.375 -13.542
C -10.673 15.626 -12.870
H -12.484 10.141 -14.597
H -12.842 11.106 -16.014
H -14.164 10.320 -15.131
H -13.630 11.729 -13.114
H -14.145 12.707 -14.497
H -9.640 15.907 -13.044
H -10.892 15.490 -11.813
H -11.318 16.393 -13.295
C -21.360 14.382 -7.079
C -22.782 14.516 -6.571
O -22.798 15.256 -5.335
C -22.596 14.577 -4.224
O -22.464 13.380 -4.117
O -22.545 15.413 -3.194
C -22.283 14.863 -1.906
H -20.621 14.239 -6.291
H -21.103 15.343 -7.531
H -21.289 13.543 -7.768
H -23.263 13.548 -6.428
H -23.395 15.087 -7.264
H -22.202 15.703 -1.227
H -21.367 14.274 -1.937
H -23.107 14.214 -1.611
C -10.626 12.762 -6.291
C -10.611 11.667 -7.329
O -9.250 11.269 -7.507
C -9.033 10.391 -8.483
O -9.838 9.999 -9.279
O -7.751 10.019 -8.423
C -7.466 8.769 -9.068
H -11.640 13.052 -6.033
H -10.091 13.627 -6.692
H -10.053 12.461 -5.414
H -10.985 11.997 -8.296
H -11.210 10.814 -7.000
H -7.979 8.694 -10.026
H -7.821 7.934 -8.462
H -6.390 8.756 -9.199
```



--- ii ---
ORCA calculation (ωB97M-V/def2-TZVPD) on a molecular structure, C36H72O27.

As for the orbital gap: 8.9 eV.

```
135
C36H72O27, DFT ωB97M-V/def2-TZVPD
C -10.218 -5.863 -20.575
C -10.098 -4.656 -19.604
O -10.678 -3.452 -20.091
C -10.798 -2.356 -19.338
O -10.288 -2.230 -18.244
O -11.635 -1.459 -20.063
C -12.216 -0.464 -19.264
H -9.668 -5.678 -21.498
H -11.287 -6.042 -20.696
H -9.825 -6.754 -20.085
H -9.067 -4.426 -19.334
H -10.631 -4.906 -18.687
H -11.455 0.252 -18.952
H -12.688 -0.822 -18.349
H -12.926 0.131 -19.838
C -12.851 -10.266 -24.444
C -11.757 -9.768 -23.508
O -12.235 -8.954 -22.452
C -12.469 -7.604 -22.662
O -12.463 -7.064 -23.772
O -12.808 -7.062 -21.450
C -13.391 -5.771 -21.450
H -13.567 -10.986 -24.047
H -12.377 -10.808 -25.262
H -13.427 -9.441 -24.863
H -10.832 -9.395 -23.948
H -11.401 -10.656 -22.986
H -12.700 -5.086 -21.940
H -13.628 -5.589 -20.401
H -14.355 -5.785 -21.958
C -13.201 -7.891 -14.587
C -11.992 -8.731 -15.181
O -12.090 -10.025 -14.644
C -11.414 -10.996 -15.237
O -10.557 -10.891 -16.110
O -11.773 -12.209 -14.683
C -11.175 -13.388 -15.221
H -14.128 -8.091 -15.125
H -13.052 -6.811 -14.558
H -13.483 -8.143 -13.565
H -11.003 -8.324 -14.972
H -12.056 -8.764 -16.269
H -10.096 -13.239 -15.181
H -11.514 -13.732 -16.198
H -11.358 -14.208 -14.526
C -13.792 -12.906 -25.265
C -13.709 -13.822 -24.002
O -13.971 -13.064 -22.766
C -13.004 -12.296 -22.172
O -11.819 -12.166 -22.586
O -13.636 -11.670 -21.105
C -12.877 -10.740 -20.324
H -14.819 -12.675 -25.547
H -13.287 -13.380 -26.107
H -13.382 -11.911 -25.096
H -12.670 -14.146 -23.952
H -14.348 -14.704 -24.061
H -11.857 -11.057 -20.109
H -13.296 -10.417 -19.371
H -12.872 -9.823 -20.913
C -9.453 -6.859 -23.205
C -9.367 -7.638 -21.860
O -8.646 -8.847 -22.087
C -8.909 -9.919 -21.399
O -9.814 -10.139 -20.573
O -8.069 -10.788 -21.874
C -7.961 -12.117 -21.421
H -8.479 -6.528 -23.565
H -10.061 -5.970 -23.036
H -9.937 -7.432 -23.996
H -10.439 -7.745 -21.695
H -8.910 -7.119 -21.018
H -7.223 -12.170 -20.620
H -7.579 -12.715 -22.249
H -8.859 -12.623 -21.068
C -11.393 -8.281 -20.217
C -11.859 -7.862 -18.796
O -11.928 -9.001 -17.937
C -13.072 -9.655 -17.857
O -14.100 -9.565 -18.494
O -12.887 -10.664 -16.970
C -13.970 -11.477 -16.557
H -12.296 -8.576 -20.753
H -10.660 -9.079 -20.335
H -10.923 -7.472 -20.775
H -12.773 -7.269 -18.783
H -11.084 -7.218 -18.381
H -14.249 -12.247 -17.276
H -14.818 -10.857 -16.265
H -13.661 -12.082 -15.704
C -11.278 -12.710 -18.083
C -12.232 -13.768 -18.621
O -13.551 -13.195 -18.868
C -14.383 -13.922 -19.536
O -14.136 -15.052 -20.084
O -15.556 -13.307 -19.612
C -15.971 -12.157 -18.824
H -11.768 -12.288 -17.205
H -11.196 -11.921 -18.830
H -10.421 -13.275 -17.718
H -12.292 -14.463 -17.783
H -11.806 -14.336 -19.449
H -15.428 -11.294 -19.208
H -15.850 -12.261 -17.746
H -17.020 -11.880 -18.926
C -6.738 -6.301 -15.271
C -6.724 -6.868 -16.765
O -7.852 -6.525 -17.509
C -9.054 -7.144 -17.587
O -10.048 -6.650 -18.057
O -8.864 -8.491 -17.475
C -9.899 -9.470 -17.504
H -7.295 -6.997 -14.644
H -7.153 -5.309 -15.095
H -5.747 -6.354 -14.820
H -6.605 -7.951 -16.737
H -5.856 -6.460 -17.283
H -9.482 -10.463 -17.338
H -10.464 -9.440 -18.435
H -10.578 -9.304 -16.668
C -13.845 -11.294 -13.418
C -15.226 -10.975 -13.936
O -16.128 -11.019 -12.885
C -17.430 -11.242 -13.073
O -17.975 -11.255 -14.166
O -17.915 -11.518 -11.901
C -19.275 -11.718 -11.801
H -13.237 -11.703 -14.224
H -13.832 -12.087 -12.671
H -13.366 -10.441 -12.937
H -15.398 -11.669 -14.758
H -15.270 -10.032 -14.482
H -19.490 -12.682 -12.262
H -19.838 -10.975 -12.368
H -19.646 -11.644 -10.779
```



Least stable of them? ii.



--- i ---
ORCA calculation (ωB97M-V/def2-TZVPD) on C5H9NO4 in the gas phase.

As for the orbital gap: 8.8 eV.

```
19
C5H9NO4, DFT ωB97M-V/def2-TZVPD
C -0.827 -1.841 0.184
C 0.923 -0.399 -1.392
C 2.042 0.232 0.498
C -0.278 -0.495 0.458
C -2.305 0.769 -0.004
N 0.896 -0.365 1.245
O -1.826 -2.178 -0.413
O -0.005 -2.767 0.780
O 2.080 -0.472 -0.701
O -0.928 0.676 0.372
H 0.896 -1.289 -2.148
H 0.732 0.512 -1.873
H 1.629 1.267 0.463
H 2.969 0.049 1.061
H -2.994 0.642 0.820
H -2.552 0.217 -0.942
H -2.270 1.824 -0.304
H 0.413 -2.220 1.431
H 0.769 0.047 2.104
```



--- ii ---
ORCA calculation (ωB97M-V/def2-TZVPD) on a molecular structure, C5H9NO4.

As for the orbital gap: 9.6 eV.

```
19
C5H9NO4, DFT ωB97M-V/def2-TZVPD
C 1.091 -0.103 -0.349
C 1.591 1.221 0.334
C -0.137 -0.686 0.416
C -1.223 0.263 -0.384
C -2.571 0.282 0.382
H 2.836 -0.798 -0.940
H 1.959 -2.161 -0.526
H 0.720 0.041 -1.402
H -0.584 -1.757 0.079
H -0.139 -0.771 1.500
H -1.188 -0.341 -1.552
H -0.450 1.372 -0.734
H -4.350 0.864 0.165
H 2.881 -0.087 0.702
N 2.257 -1.065 -0.084
O 0.758 2.291 0.284
O -2.664 -0.548 1.423
O -3.459 1.030 -0.338
O 2.671 0.955 1.024
```



--- iii ---
ORCA calculation (ωB97M-V/def2-TZVPD) on 2 unconnected molecules or ions with the total composition C5H9NO4.

As for the orbital gap: 9.6 eV. As for the SMILES: O=CN[C@@H]1C[C@@H]1O.O=CO.

```
19
C5H9NO4, DFT ωB97M-V/def2-TZVPD
O 2.251 1.393 1.818
C 1.188 0.805 1.721
N 0.578 0.421 0.562
C -0.864 0.429 0.546
C -1.621 -0.649 1.274
C -1.637 -0.601 -0.226
O -0.855 -1.509 -0.939
H 0.643 0.459 2.622
H 1.259 -0.435 -0.063
H -1.289 1.434 0.549
H -2.520 -0.371 1.822
H -1.022 -1.447 1.719
H -2.547 -0.278 -0.737
H -1.354 -2.311 -1.124
O 2.268 1.989 -1.772
C 1.490 1.068 -1.730
O 2.060 -0.442 -1.645
H 0.510 1.077 -2.247
H 1.462 -1.034 -2.151
```



--- iv ---
ORCA calculation (ωB97M-V/def2-TZVPD) on C5H9NO4 in the gas phase.

As for the orbital gap: 10.3 eV. As for the SMILES: NC(=O)COCCOC=O.

```
19
C5H9NO4, DFT ωB97M-V/def2-TZVPD
N -0.930 1.727 -0.870
C -0.873 1.353 0.412
O -0.605 2.324 1.156
C -1.707 0.178 0.880
O -1.750 -0.858 -0.065
C -0.935 -1.982 0.184
C 0.435 -1.936 -0.460
O 1.324 -1.128 0.323
C 2.201 -0.346 -0.290
O 2.891 0.427 0.321
H -1.210 1.012 -1.532
H -0.717 2.837 -0.687
H -2.734 0.540 1.043
H -1.288 -0.150 1.843
H -1.465 -2.847 -0.236
H -0.833 -2.145 1.270
H 0.370 -1.542 -1.484
H 0.841 -2.956 -0.499
H 2.181 -0.410 -1.396
```



Least stable of them? ii.